The following is a quantum chemistry calculation of a cluster of 2 separate species, C3H6O2P in total, from OMol25.

Cartesian coordinates (Å):
C: 2.030 1.848 0.300
C: 1.508 0.675 0.343
C: -1.241 -1.807 -0.259
O: -2.122 1.032 -0.595
O: -1.326 -0.965 0.851
P: -1.445 0.807 0.678
H: 3.043 2.247 0.240
H: 1.234 2.601 0.224
H: 2.031 -0.229 0.414
H: -0.361 -1.742 -0.855
H: -1.936 -1.593 -1.196
H: -1.415 -2.872 -0.146

Properties
Lowest unoccupied orbital energy (spin up / spin down) (eV): 4.058 / 3.425
E_tot (Ha): -609.61428
Expectation value of S²: 2.015
Largest force on an atom (eV Å⁻¹): 3.8
HOMO energy (spin up / spin down) (eV): -0.1 / -4.3
Total charge: -1
Gap between HOMO and LUMO (spin up / spin down) (Eh): 0.1545 / 0.2830
Relative energy (zero: lowest compared OMol25 entry of this formula, charge and spin) (kcal/mol): 31.86
Multiplicity: 3

The following is a quantum chemistry calculation of a cluster of 2 separate species, C5H15N2 in total, from OMol25.

Cartesian coordinates (Å):
C: 2.140 -0.384 0.581
C: 2.236 0.352 -0.555
N: 1.886 -0.197 -1.788
H: 2.168 -1.490 0.582
H: 2.159 0.153 1.528
H: 2.336 1.454 -0.544
H: 1.938 -1.188 -1.781
H: 2.436 0.207 -2.583
C: -1.202 1.424 1.753
C: -1.846 0.215 1.078
N: -1.043 -0.162 -0.113
C: -1.760 -1.179 -0.910
H: -1.196 2.274 1.082
H: -1.823 1.669 2.624
H: -0.184 1.184 2.099
H: -1.784 -0.639 1.760
H: -2.864 0.415 0.761
H: -0.077 -0.485 0.151
H: -0.844 0.669 -0.680
H: -1.855 -2.095 -0.319
H: -1.061 -1.419 -1.744
H: -2.664 -0.767 -1.317

Properties
Lowest unoccupied orbital energy (eV): -2.860
E_tot (Ha): -308.75281
Largest force on an atom (eV Å⁻¹): 2.5
HOMO energy (eV): -12.5
Total charge: +1
Gap between HOMO and LUMO (Eh): 0.3548
Relative energy (zero: lowest compared OMol25 entry of this formula, charge and spin) (kcal/mol): 25.01
Multiplicity: 1

The following is a quantum chemistry calculation of a structure of composition C30H55ClP2SSi2Tc, from OMol25.

Cartesian coordinates (Å):
Tc: -0.074 -0.169 0.122
C: -1.118 -0.054 2.087
C: -1.524 1.126 1.399
C: -2.164 0.681 0.179
Si: -1.256 2.826 2.169
C: -2.186 -0.741 0.164
C: -1.525 -1.220 1.369
Si: -1.288 -2.930 2.106
H: -0.694 -0.071 3.090
H: -2.659 1.330 -0.535
H: -2.709 -1.369 -0.547
Cl: 0.635 0.016 -2.363
C: -0.988 -2.854 3.951
C: -2.716 -4.069 1.724
C: -1.045 2.774 4.028
C: -2.662 4.001 1.803
H: -3.590 -3.725 2.288
H: -2.477 -5.085 2.061
H: -2.985 -4.109 0.667
H: -0.125 -2.229 4.202
H: -0.806 -3.867 4.330
H: -1.874 -2.450 4.456
H: -3.551 3.642 2.334
H: -2.911 4.099 0.745
H: -2.414 4.993 2.198
H: -1.972 2.421 4.497
H: -0.842 3.789 4.391
H: -0.229 2.123 4.350
C: 0.321 -3.462 1.270
C: 0.366 3.358 1.347
P: 0.471 -2.597 -0.342
H: 0.331 -4.557 1.171
H: 1.167 -3.163 1.907
P: 0.511 2.592 -0.321
H: 1.201 2.990 1.962
H: 0.414 4.457 1.314
C: 2.098 3.267 -1.031
C: -0.808 3.557 -1.279
C: -0.831 -3.522 -1.361
C: 2.056 -3.222 -1.088
C: 3.152 -2.156 -1.070
H: 1.784 -3.411 -2.144
C: 2.566 -4.520 -0.456
H: 2.813 -4.375 0.607
H: 3.487 -4.818 -0.978
H: 1.852 -5.349 -0.539
H: 2.830 -1.253 -1.603
H: 4.044 -2.558 -1.572
H: 3.433 -1.880 -0.042
H: -1.774 -3.276 -0.842
C: -0.646 -5.044 -1.372
C: -0.911 -2.988 -2.792
H: -0.605 -5.496 -0.374
H: 0.254 -5.325 -1.938
H: -1.513 -5.478 -1.895
H: -1.125 -1.913 -2.821
H: -1.718 -3.525 -3.313
H: 0.025 -3.169 -3.337
H: -1.740 3.281 -0.755
C: -0.902 3.064 -2.725
C: -0.638 5.079 -1.236
H: -0.600 5.492 -0.220
H: -1.509 5.526 -1.741
H: 0.259 5.389 -1.791
H: -1.104 1.987 -2.776
H: 0.027 3.268 -3.274
H: -1.720 3.605 -3.223
C: 3.203 2.206 -1.012
C: 2.587 4.551 -0.355
H: 1.841 3.477 -2.087
H: 2.821 4.370 0.703
H: 1.863 5.374 -0.422
H: 3.510 4.875 -0.858
H: 3.472 1.930 0.021
H: 4.097 2.614 -1.504
H: 2.890 1.304 -1.553
C: 1.127 0.031 -5.936
H: 0.042 0.028 -6.055
H: 1.671 0.981 -5.944
H: 1.677 -0.914 -5.956
S: 1.869 0.086 1.320
C: 2.179 -0.704 2.880
C: 2.964 -1.872 2.982
C: 3.128 -2.497 4.219
C: 2.588 -1.917 5.374
C: 1.898 -0.703 5.295
C: 1.722 -0.083 4.060
H: 3.422 -2.273 2.071
H: 3.679 -3.438 4.279
H: 2.718 -2.411 6.339
H: 1.493 -0.234 6.193
H: 1.243 0.887 3.967

Properties
Lowest unoccupied orbital energy (spin up / spin down) (eV): 0.542 / 0.001
E_tot (Ha): -3377.03432
Expectation value of S²: 3.773
Largest force on an atom (eV Å⁻¹): 1.8
HOMO energy (spin up / spin down) (eV): -5.9 / -7.1
Gap between HOMO and LUMO (spin up / spin down) (Eh): 0.2356 / 0.2606
Multiplicity: 4

The following is a quantum chemistry calculation of a structure of composition C5H12O, from OMol25.

Cartesian coordinates (Å):
C: 1.554 1.320 1.666
C: 1.255 0.651 0.319
C: -0.129 0.107 0.242
C: -0.780 -0.298 -2.008
O: -0.316 -1.118 0.626
C: -1.514 -1.683 0.240
H: 0.856 2.143 1.859
H: 1.459 0.598 2.484
H: 2.569 1.729 1.683
H: 1.958 -0.167 0.131
H: 1.374 1.378 -0.494
H: -0.981 0.785 0.312
H: -0.984 0.775 -2.059
H: -1.373 -0.767 -2.810
H: 0.271 -0.487 -2.244
H: -2.386 -1.130 0.604
H: -1.310 -1.101 -1.072
H: -1.521 -2.734 0.520

Properties
Lowest unoccupied orbital energy (spin up / spin down) (eV): 0.721 / 0.720
E_tot (Ha): -272.77746
Largest force on an atom (eV Å⁻¹): 0.3
HOMO energy (spin up / spin down) (eV): -7.5 / -7.5
Gap between HOMO and LUMO (spin up / spin down) (Eh): 0.3023 / 0.3023
Relative energy (zero: lowest compared OMol25 entry of this formula, charge and spin) (kcal/mol): 107.43
Multiplicity: 1

The following is a quantum chemistry calculation of a structure of composition C3H7IInNO7S3, from OMol25.

Cartesian coordinates (Å):
O: 3.061 -2.127 0.243
S: 1.934 -1.375 -0.366
O: 2.308 -1.024 -1.756
O: 0.639 -2.375 -0.345
C: 1.687 0.121 0.656
C: 1.509 1.411 -0.213
C: 0.056 1.984 -0.028
S: -1.157 1.045 -1.023
O: -0.535 0.882 -2.381
O: -2.404 1.838 -1.190
N: -1.401 -0.535 -0.452
S: -2.626 -0.617 0.710
O: -3.926 -0.186 0.160
O: -2.736 -2.077 1.101
I: -2.102 0.570 2.755
H: 0.165 -2.282 -1.187
H: 2.617 0.237 1.242
H: 0.840 0.049 1.356
H: 2.178 2.222 0.127
H: 1.728 1.264 -1.283
H: 0.072 3.000 -0.481
H: -0.230 2.105 1.029
In: -1.677 -4.129 1.327

Properties
Lowest unoccupied orbital energy (eV): -14.552
E_tot (Ha): -2381.32798
Largest force on an atom (eV Å⁻¹): 5.5
HOMO energy (eV): -17.7
Total charge: +2
Gap between HOMO and LUMO (Eh): 0.1155
Relative energy (zero: lowest compared OMol25 entry of this formula, charge and spin) (kcal/mol): 0.00
Multiplicity: 1

The following is a quantum chemistry calculation of a structure of composition C20H46N2O6S2, from OMol25.

Cartesian coordinates (Å):
C: -4.389 5.305 -6.295
C: -4.324 3.944 -5.602
C: -2.893 3.497 -5.310
C: -2.786 2.015 -4.961
C: -1.353 1.588 -4.613
C: -1.251 0.513 -3.528
C: -2.103 -0.730 -3.787
C: -2.192 -1.659 -2.566
C: -1.149 -2.785 -2.580
C: -0.758 -3.331 -1.188
C: 0.755 -3.471 -0.963
C: 1.455 -2.296 -0.258
C: 1.003 -0.874 -0.650
C: 0.617 0.027 0.527
C: -0.781 -0.228 1.105
S: -0.759 -0.989 2.715
O: -0.347 0.046 3.656
O: 0.163 -2.114 2.686
N: -2.264 -1.403 2.879
S: -2.640 -2.752 3.660
O: -2.097 -2.804 4.988
O: -2.521 -3.931 2.857
O: -4.216 -2.466 3.799
H: -5.380 5.499 -6.707
H: -4.145 6.114 -5.604
H: -3.675 5.352 -7.121
H: -4.826 3.194 -6.218
H: -4.861 4.010 -4.652
H: -2.249 3.713 -6.170
H: -2.497 4.080 -4.471
H: -3.144 1.436 -5.817
H: -3.455 1.792 -4.123
H: -0.807 2.475 -4.273
H: -0.837 1.248 -5.515
H: -0.204 0.202 -3.455
H: -1.523 0.953 -2.562
H: -1.658 -1.287 -4.619
H: -3.104 -0.439 -4.109
H: -2.078 -1.065 -1.654
H: -3.195 -2.089 -2.517
H: -0.252 -2.429 -3.100
H: -1.541 -3.604 -3.188
H: -1.196 -2.704 -0.409
H: -1.196 -4.322 -1.071
H: 1.247 -3.687 -1.917
H: 0.918 -4.356 -0.342
H: 2.522 -2.375 -0.489
H: 1.364 -2.431 0.820
H: 0.184 -0.895 -1.370
H: 1.836 -0.378 -1.158
H: 1.375 -0.055 1.312
H: 0.647 1.066 0.187
H: -1.396 -0.848 0.457
H: -1.309 0.715 1.252
H: -4.352 -1.562 3.492
C: 2.659 -0.003 3.887
N: 3.550 0.275 5.063
C: 3.016 -0.531 6.206
C: 3.466 1.720 5.406
C: 4.977 -0.151 4.841
C: 5.764 0.600 3.789
O: 5.168 0.412 2.524
H: 1.626 0.087 4.226
H: 2.845 0.716 3.098
H: 2.831 -1.016 3.534
H: 1.986 -0.236 6.384
H: 3.626 -0.349 7.088
H: 3.047 -1.583 5.931
H: 3.777 2.308 4.548
H: 4.106 1.924 6.262
H: 2.431 1.951 5.645
H: 4.940 -1.212 4.598
H: 5.485 -0.025 5.798
H: 6.772 0.173 3.818
H: 5.849 1.662 4.042
H: 5.698 0.849 1.850

Properties
Lowest unoccupied orbital energy (eV): -0.498
E_tot (Ha): -2146.88301
Largest force on an atom (eV Å⁻¹): 0.6
HOMO energy (eV): -8.0
Gap between HOMO and LUMO (Eh): 0.2740
Relative energy (zero: lowest compared OMol25 entry of this formula, charge and spin) (kcal/mol): 0.00
Multiplicity: 1